Record 1
ORCA calculation (ωB97M-V/def2-TZVPD) on a cluster of 6 separate species, C20H52BrClF3IO22P6 in total.

The calculation puts the HOMO energy at -9.22 eV. The frontier orbital gap comes out at 5.978 eV.

The geometry in ORCA input format:
```
! wB97M-V def2-TZVPD RIJCOSX def2/J DEFGRID3
* xyz 0 1
O 0.54881 1.11565 -3.27756
C 1.47578 1.65246 -2.43546
Br 3.41076 1.26130 -2.84802
C 0.92928 2.58845 -1.20591
P 1.18618 1.86555 0.54262
Cl 1.19507 3.88421 1.30360
I 1.14678 -0.47206 -0.21687
C 2.85625 1.51064 1.39890
C 4.14670 2.29640 0.76205
O 4.42889 3.49860 1.59333
C 5.44695 1.29624 0.92017
F 5.47888 0.17992 -0.06897
F 5.38518 0.65054 2.28474
F 6.74623 2.01001 0.85869
H -0.22454 2.84718 -1.36191
H 1.47953 3.64471 -1.21605
H -0.02525 1.63881 1.34189
H 2.98595 0.33411 1.45007
H 2.74873 1.88330 2.52667
H 3.95949 2.68573 -0.32552
H 5.19636 4.01783 1.20445
C -3.02881 1.29326 -3.22835
O -3.44525 1.28091 -1.87725
P -4.02825 2.78741 -1.25792
O -4.40477 2.08583 0.05216
O -5.28987 2.72979 -2.32546
C -6.25969 1.70302 -2.20915
O -4.61131 4.29384 -0.63866
C -5.97369 4.42215 -0.26971
H -2.04048 0.83649 -3.30301
H -3.73408 0.70034 -3.81801
H -2.98660 2.30902 -3.63273
H -5.95807 0.91175 -1.51559
H -6.41127 1.26137 -3.19476
H -7.19980 2.13812 -1.87059
H -6.34628 3.53395 0.24512
H -6.57849 4.62374 -1.15677
H -6.06470 5.27458 0.40689
C -3.48119 -3.62992 1.21000
O -2.12991 -3.21703 1.26128
P -1.21854 -3.79791 2.61219
O 0.04305 -3.16473 2.01406
O -1.40259 -5.34626 2.06138
C -0.81526 -5.72583 0.82878
O -0.30719 -4.37884 3.96302
C 0.76441 -5.28205 3.75189
H -4.11627 -2.75823 1.04314
H -3.60537 -4.31964 0.37004
H -3.79057 -4.12831 2.13357
H -0.44705 -4.87046 0.25356
H -1.56896 -6.24458 0.23524
H 0.01058 -6.40973 1.02370
H 1.35571 -5.02087 2.87160
H 0.37628 -6.29862 3.65577
H 1.41720 -5.24680 4.62672
C 5.77086 -3.42126 0.88520
O 5.39381 -4.67916 1.40919
P 4.12301 -5.49376 0.56393
O 4.31700 -6.71071 1.47589
O 5.09492 -5.61185 -0.76877
C 6.27362 -6.39635 -0.70897
O 2.85230 -6.30836 -0.28137
C 3.12580 -7.52041 -0.96314
H 5.79475 -2.68869 1.69377
H 6.77493 -3.50561 0.45930
H 5.07891 -3.07841 0.11014
H 6.52877 -6.70082 0.31098
H 7.09832 -5.80725 -1.11183
H 6.14165 -7.28462 -1.32646
H 3.79580 -8.16991 -0.39569
H 3.55472 -7.30303 -1.94399
H 2.18132 -8.04800 -1.11250
C 9.57829 6.14598 6.28197
O 8.86849 6.10660 5.05980
P 8.70000 4.54250 4.33997
O 7.80247 5.15385 3.25785
O 7.79213 4.05330 5.63268
C 6.53394 4.65897 5.87447
O 8.53145 2.97842 3.62021
C 7.24734 2.38806 3.51420
H 10.33966 6.92608 6.22933
H 8.87873 6.39306 7.08585
H 10.05934 5.18896 6.50511
H 6.37162 5.55554 5.26791
H 6.48486 4.93881 6.92744
H 5.74516 3.93651 5.66564
H 6.48257 3.11404 3.22990
H 6.98079 1.91271 4.46092
H 7.29017 1.61512 2.74386
C -10.53934 -1.25577 -6.51273
O -10.00834 -0.71972 -5.31702
P -9.25436 0.83081 -5.45968
O -9.06793 0.86334 -3.93834
O -10.71141 1.49303 -5.87577
C -11.76918 1.50766 -4.93278
O -8.50049 2.38133 -5.60234
C -9.07739 3.50525 -4.95994
H -10.18887 -2.28240 -6.63199
H -11.63071 -1.26468 -6.43860
H -10.24297 -0.67096 -7.38865
H -11.56484 0.88369 -4.05698
H -12.66979 1.13478 -5.42201
H -11.94383 2.53376 -4.60975
H -9.45289 3.26228 -3.96359
H -9.88318 3.90927 -5.57700
H -8.30691 4.27260 -4.85870
*
```

---

Record 2
ORCA calculation (ωB97M-V/def2-TZVPD) on a structure of composition C4H10BrNO.

The calculation puts the HOMO energy at -8.78 eV. The energy above the lowest of the compared OMol25 structures with the same formula, charge and spin comes out at 483.3 kJ/mol. The frontier orbital gap comes out at 9.405 eV.

The geometry in ORCA input format:
```
! wB97M-V def2-TZVPD RIJCOSX def2/J DEFGRID3
* xyz 0 1
C -0.81323 1.97604 1.13355
C 1.68815 -1.48158 -1.55892
C -1.66334 1.29160 0.22333
C 0.84550 -1.76447 -0.30263
N -1.12485 -0.56396 0.27672
O 0.17852 -0.58387 0.26341
Br -1.72730 -1.03939 2.10427
H 0.32505 1.78879 0.70422
H -1.06933 3.03883 1.31203
H -0.85370 1.53153 2.08888
H 0.88216 -1.19838 -2.19439
H 2.38422 -0.67139 -1.31551
H 2.29778 -2.45293 -1.66363
H -2.64963 1.15086 0.69219
H -1.58802 1.29999 -0.92295
H 1.53555 -2.09574 0.54855
H 0.07214 -2.55578 -0.52024
*
```

---

Record 3
ORCA calculation (ωB97M-V/def2-TZVPD) on a structure of composition C16H20BF5N8OTeV.

The calculation puts the HOMO energy (alpha / beta) at -14.87 / -14.87 eV. The energy above the lowest of the compared OMol25 structures with the same formula, charge and spin comes out at 1.1 kJ/mol. The frontier orbital gap (alpha / beta) comes out at 5.642 / 6.267 eV.

The geometry in ORCA input format:
```
! wB97M-V def2-TZVPD RIJCOSX def2/J DEFGRID3
* xyz 2 2
V 0.12063 0.10334 1.52419
C -1.64112 3.26557 2.02751
C -1.35920 2.68022 0.69159
C -1.68574 3.10709 -0.56966
C -1.15493 2.16017 -1.45825
N -0.53016 1.21031 -0.78378
N -0.64857 1.50939 0.56583
B 0.16167 -0.12223 -1.38615
N -0.62213 -1.30952 -0.76598
C -1.30162 -2.33937 -1.26525
C -1.86587 -3.06296 -0.22025
C -1.50941 -2.41270 0.94311
C -1.82985 -2.75139 2.35440
N -0.73960 -1.33898 0.60602
N 1.60366 -0.17912 -0.79511
C 2.79423 -0.42322 -1.34031
C 3.77031 -0.37521 -0.35370
C 3.10871 -0.09949 0.82835
C 3.64679 0.04323 2.20638
N 1.78104 0.01137 0.55293
N 0.13824 -0.04927 -2.85386
C 0.87978 0.75012 -3.68732
C 0.25885 0.77196 -4.89818
C -0.90252 -0.03040 -4.73871
C -1.94363 -0.34388 -5.75776
N -0.98130 -0.49864 -3.50943
H -2.24144 4.16499 1.92171
H -2.19106 2.56246 2.65586
H -0.71398 3.53474 2.53686
H -2.24131 3.99187 -0.82943
H -1.19726 2.12048 -2.53728
H -1.36429 -2.46787 -2.33304
H -2.46936 -3.95031 -0.30143
H -2.51502 -3.59428 2.38212
H -0.92840 -3.03016 2.90188
H -2.30149 -1.91357 2.86944
H 2.88518 -0.61598 -2.39726
H 4.82897 -0.52044 -0.48203
H 4.72896 0.13745 2.17100
H 3.24485 0.92755 2.70184
H 3.40742 -0.83494 2.80823
H 1.77881 1.24620 -3.35825
H 0.58777 1.27993 -5.78879
H -1.48654 -0.64668 -6.69841
H -2.59597 -1.13943 -5.40571
H -2.55797 0.53444 -5.96106
F -0.68730 -1.63524 5.23628
Te 0.55023 -0.30024 5.09532
F -0.76396 0.94806 5.33351
F 1.75934 1.04703 4.80256
F 1.84197 -1.53749 4.70601
F 0.93336 -0.35213 6.86410
O 0.16018 -0.23281 3.18931
*
```

---

Record 4
ORCA calculation (ωB97M-V/def2-TZVPD) on an isolated molecule of C17H16N4.

The calculation puts the HOMO energy at -7.84 eV. The energy above the lowest of the compared OMol25 structures with the same formula, charge and spin comes out at 303.8 kJ/mol. The frontier orbital gap comes out at 8.483 eV.

The geometry in ORCA input format:
```
! wB97M-V def2-TZVPD RIJCOSX def2/J DEFGRID3
* xyz 0 1
C 0.53057 1.32749 -3.11834
C -0.27376 0.90657 -1.94739
N -1.64965 1.08229 -1.93387
C -2.43933 1.54636 -3.06231
C -2.17162 0.62793 -0.72363
C -1.07880 0.10710 0.01493
C -1.33240 -0.56907 1.21218
C -2.65567 -0.70995 1.63006
C -3.73467 -0.21770 0.87777
C -3.48846 0.43910 -0.32778
C 0.07892 0.18622 -0.80992
C 1.36891 -0.50959 -0.44511
C 1.94563 -0.20598 0.94470
C 1.43530 0.65963 1.91079
C 1.88352 0.52934 3.23642
C 2.92513 -0.34628 3.54336
C 3.62743 -0.97519 2.49878
C 3.15896 -0.82740 1.18452
H 1.58413 1.23002 -2.84578
H 0.32099 0.70851 -4.00131
H 0.34017 2.37687 -3.37817
H -3.50666 1.48925 -2.77522
H -2.19335 2.59065 -3.32146
H -2.25037 0.92376 -3.95822
H -0.50212 -0.94124 1.80654
H -2.86302 -1.20964 2.57045
H -4.75202 -0.37337 1.21554
H -4.27982 0.79932 -0.96425
H 2.11383 -0.27757 -1.25399
H 0.61081 1.31374 1.70982
H 1.40739 1.08575 4.04138
H 3.28866 -0.47526 4.56706
H 4.50284 -1.61444 2.67432
H 3.69954 -1.28101 0.35015
N 1.22764 -2.01051 -0.71901
N 1.50906 -3.12052 -0.29980
N 1.61230 -4.26517 -0.10321
*
```

---

Record 5
ORCA calculation (ωB97M-V/def2-TZVPD) on an isolated molecule of C7H8N2O2.

The calculation puts the HOMO energy at -9.32 eV. The energy above the lowest of the compared OMol25 structures with the same formula, charge and spin comes out at 362.8 kJ/mol. The frontier orbital gap comes out at 9.172 eV.

The geometry in ORCA input format:
```
! wB97M-V def2-TZVPD RIJCOSX def2/J DEFGRID3
* xyz 0 1
C 0.72471 2.05771 2.16464
C 0.50094 1.17210 1.10503
C 1.15167 1.36647 -0.38634
C 0.86407 0.47534 -1.37087
C 0.24990 -0.80834 -0.93141
C -0.26149 -1.77405 -2.10808
C -0.38517 -0.78466 0.21112
H -0.17222 2.14814 2.81448
H 1.19822 3.05799 1.68215
H 1.73455 1.74251 2.90942
H 1.99321 1.96245 -0.61311
H 1.43158 0.48817 -2.24001
H -1.29348 -2.89653 -0.92959
H -2.58722 -1.14849 -0.14790
H -1.89703 -1.26621 1.43758
N -1.71572 -1.54989 0.35248
N -0.32806 0.19564 1.18793
O -0.83431 -2.98269 -1.82500
O -0.37414 -1.45566 -3.31253
*
```

---

Record 6
ORCA calculation (ωB97M-V/def2-TZVPD) on a structure of composition C25H20Cl3N5RhSSbSe4.

The calculation puts the HOMO energy (alpha / beta) at -6.49 / -7.43 eV. The energy above the lowest of the compared OMol25 structures with the same formula, charge and spin comes out at 5.5 kJ/mol. The frontier orbital gap (alpha / beta) comes out at 6.400 / 5.366 eV.

The geometry in ORCA input format:
```
! wB97M-V def2-TZVPD RIJCOSX def2/J DEFGRID3
* xyz 0 5
Rh -1.87426 -0.31253 -0.91110
C -1.01805 2.57078 3.74073
C -1.53455 2.75609 2.46543
C -1.66902 1.68113 1.60707
C -1.27311 0.39789 2.00294
C -0.75663 0.21315 3.29221
C -0.63861 1.29567 4.14456
N -1.37535 -0.63724 1.08290
N -0.95681 -1.82159 1.47565
C -0.88432 -2.74096 0.48986
C -0.41694 -4.04244 0.78524
C -0.29256 -4.95460 -0.22636
C -0.63740 -4.59055 -1.53874
C -1.09281 -3.31199 -1.75623
N -1.21202 -2.40639 -0.77959
H -0.91166 3.41156 4.41365
H -1.82300 3.74446 2.13099
H -2.06613 1.83040 0.60832
H -0.45012 -0.77609 3.59741
H -0.23468 1.14398 5.13848
H -0.16868 -4.27534 1.81136
H 0.06935 -5.95267 -0.01570
H -0.55508 -5.28607 -2.36075
H -1.37692 -2.97292 -2.74559
Se -1.46303 4.46158 -4.45741
Sb -2.27841 3.70945 -2.23428
Se -2.39199 0.96942 -2.96564
Se -4.62967 0.96369 -3.34210
Se -0.03578 4.05555 -1.40291
Cl -6.29365 -2.64898 1.19576
C -6.21838 -1.55279 -0.19567
Cl -7.12560 -0.06955 0.13632
Cl -6.85325 -2.34853 -1.64461
C -4.82474 -1.19520 -0.43029
N -3.73430 -0.91601 -0.61480
N 0.00167 0.44508 -1.20730
S 1.34737 -0.35077 -0.91540
C 1.99761 0.15943 0.67212
C 2.04912 1.50616 1.01293
C 2.48683 1.86023 2.27522
C 2.88482 0.87677 3.17479
C 2.83455 -0.46150 2.82290
C 2.37648 -0.82952 1.56431
C 2.55484 0.41782 -1.99187
C 2.12874 1.25477 -3.00754
C 3.07627 1.81710 -3.85308
C 4.42053 1.52947 -3.68346
C 4.83161 0.68096 -2.66173
C 3.89862 0.12166 -1.80639
H 0.10225 1.46203 -1.10714
H 1.73670 2.26446 0.30451
H 2.51546 2.90334 2.56048
H 3.22621 1.16094 4.16202
H 3.13515 -1.22336 3.53024
H 2.31113 -1.87170 1.28031
H 1.07805 1.48450 -3.12251
H 2.75313 2.48970 -4.63618
H 5.15517 1.97224 -4.34310
H 5.88228 0.46185 -2.52573
H 4.21359 -0.52401 -0.99557
*
```

---

Max |F| list, top to bottom, in eV Å⁻¹: 9.953 5.111 0.203 3.768 7.124 0.601